(1)
Here is a single C12H21INO3 molecule from OMol25. Energies are from ωB97M-V/def2-TZVPD.

Last column: Löwdin spin population.
Atoms and positions in Å:
O -0.074 -0.739 1.491  0.491
H 2.121 2.453 -0.290  0.000
H -2.237 -1.920 -1.263  0.001
O 1.619 2.067 1.984  0.002
H 1.548 -0.904 2.631  0.000
H -2.470 0.114 2.106  0.000
C 0.520 -0.307 -1.705  0.018
N -0.759 -0.695 0.411  0.396
H 2.781 1.192 -1.363  0.000
H 1.796 -1.814 0.108  0.000
H 0.037 -0.323 -2.686  0.001
C -2.654 0.451 -0.782  0.002
H 0.511 -2.991 0.500  0.000
C 0.625 1.154 -1.205  0.000
C 0.922 -2.340 -0.280  -0.002
C -2.071 0.992 1.585  0.000
H 1.211 -2.975 -1.127  0.000
C -0.152 -1.370 -0.774  0.025
H 2.286 0.307 3.738  0.000
H 3.289 -0.575 2.544  0.000
C -1.226 -2.210 -1.518  0.008
C -0.510 1.651 -0.287  0.018
H 1.551 -0.648 -1.871  0.002
C -1.501 0.583 0.222  0.024
C 2.311 -0.128 2.738  0.002
I 0.657 2.445 -2.989  0.001
H -2.878 1.719 1.445  0.000
H -1.301 1.430 2.226  0.000
O 2.282 0.524 0.474  0.005
H -1.099 -2.140 -2.604  0.000
H -3.350 -0.345 -0.493  0.001
H -1.117 2.386 -0.827  0.001
C 2.036 0.957 1.740  0.003
H -1.126 -3.268 -1.244  0.000
H -0.068 2.180 0.563  0.001
C 2.016 1.413 -0.611  0.000
H -3.211 1.396 -0.780  0.000
H -2.312 0.278 -1.805  0.000

Properties
HOMO energy (spin up / spin down): -8.381 / -9.558 eV
total charge: 0
gap between HOMO and LUMO (spin up / spin down): 8.678 / 9.857 eV
expectation value of S²: 0.75
spin multiplicity: 2


(2)
Here is a molecular structure, C8H22N2O2Rb from OMol25. Energies are from ωB97M-V/def2-TZVPD.

Last column: Löwdin charge in e.
Atoms and positions in Å:
N -24.357 -9.283 -28.872  0.030
Rb -21.803 -8.932 -21.188  0.955
H -20.665 -7.792 -26.481  0.075
C -27.795 -13.134 -22.657  -0.066
H -27.279 -7.920 -20.510  0.090
C -20.824 -8.218 -27.471  -0.125
H -28.079 -8.527 -22.111  0.097
H -28.454 -11.253 -20.425  0.136
O -27.239 -9.851 -20.944  -0.217
H -28.818 -8.764 -20.433  0.092
C -27.037 -12.034 -21.952  -0.444
H -23.197 -12.336 -29.509  0.078
H -25.328 -9.478 -29.067  0.074
H -21.564 -10.718 -28.077  0.125
H -27.066 -13.896 -22.933  0.080
C -23.739 -11.423 -29.759  -0.063
H -20.903 -7.363 -28.142  0.088
C -27.922 -8.625 -21.037  -0.083
H -19.908 -8.759 -27.710  0.084
C -22.179 -9.914 -28.481  -0.203
H -26.344 -11.613 -22.680  0.133
H -21.705 -9.559 -29.396  0.130
H -23.338 -11.005 -30.682  0.092
O -21.999 -9.006 -27.367  -0.197
C -27.955 -10.952 -21.346  -0.239
H -28.711 -10.783 -22.113  0.124
C -23.574 -10.458 -28.640  -0.481
H -24.065 -8.794 -29.706  0.079
H -25.592 -13.265 -21.221  0.059
H -23.804 -10.836 -27.644  0.143
H -24.752 -11.825 -29.734  0.086
N -26.198 -12.543 -20.859  0.032
H -28.529 -13.545 -21.964  0.086
H -26.841 -13.108 -20.323  0.068
H -28.293 -12.700 -23.524  0.082

Properties
HOMO energy: -10.886 eV
ΔE to the lowest compared entry with this formula, charge and spin: 69.4 kcal per mole
total charge: +1
gap between HOMO and LUMO: 6.721 eV
spin multiplicity: 1


(3)
Here is a molecular structure, C56H126F4N9O8S4 from OMol25. Energies are from ωB97M-V/def2-TZVPD.

Last column: Löwdin charge in e.
Atoms and positions in Å:
H -0.279 -2.968 3.577  0.141
C -3.111 -1.202 -3.017  -0.046
H 2.338 -2.892 -1.156  0.122
N -5.701 -0.695 -3.898  -0.219
H 1.239 -2.088 -2.254  0.095
C 1.519 4.571 2.784  -0.006
H -0.011 -0.520 4.244  0.079
C 1.400 2.470 -1.897  -0.103
H -3.277 -2.112 -2.440  0.103
C 8.801 -1.792 -0.917  -0.054
H -1.105 2.883 1.492  0.037
H 2.465 4.237 -4.375  0.117
H 10.757 -0.399 0.956  0.139
H -6.007 0.311 1.115  0.119
H -0.784 -1.502 -4.867  0.148
C 6.450 -0.979 -0.311  -0.068
H 0.976 -0.384 4.322  -0.049
C 3.431 0.935 -2.228  0.000
H -1.856 -2.507 5.636  0.146
H -1.894 -0.294 -4.458  0.102
H -4.177 -0.552 -0.365  0.144
H -5.486 1.580 3.860  0.118
H -6.333 1.308 -4.372  0.144
H -0.948 -2.349 -2.191  0.086
H -0.079 1.879 4.091  0.104
C -1.349 -2.411 0.424  -0.170
H -4.585 -0.060 -2.089  0.078
H 1.712 0.672 5.580  0.110
N 2.102 1.402 -2.847  -0.118
C -3.092 -0.733 4.268  0.078
H -2.215 -0.101 -1.411  0.057
H -4.697 -0.162 2.157  0.075
F -1.326 2.057 -1.179  -0.166
C 1.497 -3.058 -1.830  -0.131
C 3.006 -4.993 -2.555  -0.066
C 1.130 3.622 0.443  -0.099
H 2.356 6.448 2.022  0.136
H -7.186 -2.232 -3.892  0.148
S 4.046 2.339 0.708  0.575
H 0.996 -0.208 -2.146  0.069
C -0.753 3.671 2.157  0.026
H -1.857 0.562 -2.920  0.141
N 0.360 -3.610 -0.953  -0.131
C 0.984 1.784 3.868  -0.149
H 0.550 -2.778 1.111  0.107
H 1.576 2.691 0.095  0.015
C 5.327 -0.643 0.660  -0.167
H 0.920 6.442 1.527  0.118
C 1.890 -3.985 -2.951  -0.195
H -5.748 2.132 -0.371  0.132
F 7.304 2.722 -0.568  -0.165
H 2.329 -3.338 -3.710  0.117
C -5.228 -0.951 -5.443  0.105
H 0.443 -5.830 -1.206  0.114
C 10.015 -0.002 0.263  -0.172
H -2.296 -3.156 2.108  0.137
C -3.005 1.884 1.767  0.014
H -2.846 -2.446 -1.131  0.077
H -2.417 1.087 2.222  0.102
H 6.697 -0.207 -1.040  0.133
H -6.145 -0.982 -6.031  0.110
C -4.773 2.367 0.056  -0.094
C 2.573 2.252 -4.095  -0.026
S -0.806 0.677 -0.451  0.904
H 3.124 -0.274 0.674  -0.097
H 2.657 -5.968 -2.215  0.070
H 7.892 0.716 0.444  0.078
H 0.453 -1.546 -0.248  0.036
H -3.759 -2.762 6.828  0.130
H 10.334 1.009 0.010  0.148
H -0.510 1.328 -3.786  0.128
H -1.031 -0.970 -2.258  -0.031
C -2.046 -2.221 2.609  -0.110
N 5.013 2.651 -0.380  -0.191
H -4.972 3.273 0.629  0.145
H -2.548 -4.007 -0.391  0.136
H 3.667 -1.513 -0.436  0.102
H -3.743 -0.916 5.123  0.119
H -7.501 0.050 -4.720  0.144
C 2.151 3.741 -2.142  -0.143
C -5.236 0.706 1.776  -0.070
H -7.827 1.094 2.065  0.078
H -2.223 2.266 1.111  0.046
H -7.757 2.635 2.724  0.093
H -3.396 -0.362 3.289  0.054
H 8.634 0.119 1.882  0.145
H -4.201 0.596 -3.798  0.138
H -2.694 -1.340 -4.015  0.090
H -0.360 -5.237 0.232  0.109
H -1.053 4.652 1.788  0.133
O 1.731 -0.819 -0.655  -0.380
C -3.560 0.335 -0.224  -0.159
H 2.095 1.958 1.958  0.101
H -1.655 -1.371 0.311  0.079
C 8.627 -0.006 0.799  -0.091
H -4.525 -0.233 -5.866  0.109
H 0.319 2.519 -2.026  0.120
C 3.933 -0.549 -0.003  -0.105
H -2.214 1.247 -1.723  0.024
O -1.939 0.505 0.484  -0.375
H -6.668 1.033 -1.935  0.070
H 1.427 -5.060 0.104  0.122
C -7.242 -1.046 -2.067  -0.125
H 8.845 -2.586 1.764  0.125
C -2.610 -3.073 5.088  -0.135
C 0.051 0.424 -4.021  -0.120
C 1.079 1.983 2.352  -0.130
C 1.265 0.171 -3.132  -0.087
H -5.722 -2.389 5.381  0.112
H -3.074 3.376 -0.557  0.114
C -4.451 -2.811 3.621  -0.035
H -2.723 -0.217 0.203  -0.047
H -8.333 0.961 -2.549  0.131
H 3.903 4.050 -3.472  0.127
H 2.572 0.318 4.200  0.108
O 6.845 2.145 1.517  -0.245
C 1.548 0.524 4.512  -0.111
C -7.358 0.473 -2.566  -0.077
N 0.727 3.417 1.948  -0.162
H -2.255 -3.998 4.635  0.145
C 0.481 -5.057 -0.438  0.086
H -4.193 3.332 -1.823  0.147
H 9.087 -2.776 -0.547  0.125
C -7.334 1.641 2.869  -0.085
C -5.837 1.689 2.834  -0.206
C -1.947 -0.403 -2.423  -0.537
C 9.935 -0.787 -0.920  -0.189
H 1.346 2.578 4.522  0.121
H 1.007 -4.469 -3.369  0.114
N 0.636 1.305 0.101  -0.383
H -4.805 -2.168 2.815  0.108
O 3.452 3.448 1.498  -0.286
S 6.288 3.071 0.555  0.593
H -8.288 -1.353 -2.071  0.133
H 3.825 0.241 -0.747  0.001
H 8.316 -1.909 -1.886  0.132
H 3.695 -4.685 -1.769  0.084
H 1.275 -0.943 3.174  0.132
H 0.134 3.758 0.021  0.136
H -1.100 -4.120 -2.561  0.155
O 6.560 4.504 0.668  -0.207
H 0.283 0.605 -5.071  0.139
H 1.556 2.308 -0.830  0.000
O -0.889 -0.294 -1.576  -0.221
S 1.327 0.022 0.463  0.724
H 1.749 2.336 -4.804  0.117
C -0.494 -2.187 2.848  -0.056
H 2.518 4.156 2.917  0.108
C 0.191 -0.847 3.224  -0.250
C -6.740 0.366 -4.006  -0.121
O 0.791 -0.651 1.640  -0.354
H -1.703 -2.716 1.408  -0.030
H 1.420 4.546 -2.212  0.136
C -4.395 -0.255 -3.144  -0.074
N -4.101 1.265 0.874  -0.122
H -3.315 2.643 2.485  0.133
H -0.019 -2.671 1.995  0.055
H -0.069 -0.067 2.508  0.075
C -1.000 -3.360 -1.787  0.003
H 3.214 0.191 -1.462  0.022
H -3.652 -4.365 6.399  0.140
C -3.244 1.316 -1.375  -0.201
H 2.042 -0.486 -3.523  0.153
H 7.267 -3.122 0.979  0.111
H -2.390 -1.597 1.785  0.115
C 2.867 3.713 -3.507  -0.072
H 0.312 1.455 1.786  0.070
H -1.048 3.480 3.189  0.115
H -6.660 -1.145 -1.150  0.094
N -2.998 -2.223 3.891  -0.211
C 7.885 -2.298 1.336  0.016
H 3.372 -5.267 -3.545  0.091
H 3.929 1.783 -1.758  0.086
H 4.178 0.586 -2.941  0.144
C 0.166 -2.531 0.121  -0.089
H -5.570 2.733 2.670  0.102
N 7.912 -1.256 0.238  -0.214
H 1.870 5.405 -0.528  0.112
H 5.161 -1.339 1.482  0.126
F 2.942 1.865 -0.300  -0.359
C 2.015 4.885 0.419  -0.163
H -5.814 -2.498 -2.664  0.127
C -5.047 -3.177 5.047  -0.089
H 7.406 -1.731 2.135  0.097
H 6.166 -1.858 -0.888  0.122
H -1.210 -1.166 -3.179  -0.006
F 2.663 0.615 1.132  -0.307
C -2.064 -3.091 -0.730  -0.102
C 1.671 5.669 1.686  -0.108
C -3.769 -3.386 5.935  -0.138
H 3.486 1.899 -4.576  0.133
C -3.796 2.707 -1.024  -0.082
H -5.683 -4.061 5.093  0.127
H -4.414 -3.835 3.248  0.129
C -6.519 -1.815 -3.138  -0.056
H -4.768 -1.900 -5.167  0.099
H 1.086 4.690 3.777  0.133
H 10.928 -1.085 -1.257  0.146
H 5.628 0.210 1.268  0.081
H -2.090 -0.442 4.582  0.105
H -3.774 1.245 -2.325  0.095
H 3.091 4.727 0.482  0.097
H 9.662 -0.090 -1.712  0.128
H 2.874 3.905 -1.343  0.090
H -7.727 1.265 3.813  0.093
C -0.942 -0.713 -4.133  -0.097
O 4.221 1.169 1.473  -0.252

Properties
HOMO energy: -17.385 eV
ΔE to the lowest compared entry with this formula, charge and spin: 1880.6 kcal per mole
total charge: +5
gap between HOMO and LUMO: 5.983 eV
spin multiplicity: 1


(4)
Here is a single C8H7N3 molecule from OMol25. Energies are from ωB97M-V/def2-TZVPD.

Last column: Löwdin charge in e.
Atoms and positions in Å:
H 0.579 0.854 2.318  0.081
H -2.339 1.983 -0.282  0.125
H 1.669 -0.895 -2.447  0.142
C 1.499 -1.465 1.459  -0.261
N 2.536 -1.919 1.614  0.160
C -1.293 0.944 1.410  -0.093
H 0.302 1.949 -0.932  0.128
H -0.580 -1.600 0.900  0.128
H -2.011 1.067 2.339  0.148
H 1.759 0.835 -2.169  0.074
C -0.047 0.276 1.798  -0.059
C -0.395 1.119 -0.747  -0.117
C -1.502 1.365 0.136  -0.090
C 0.064 -0.019 -1.339  -0.352
N -1.066 -2.294 -1.751  0.183
N 1.274 -0.005 -2.021  0.098
C 0.254 -0.937 1.205  -0.114
C -0.703 -1.256 -1.491  -0.182

Properties
SMILES: N#C/C=C/C=C\C=C(\N)C#N
HOMO energy: -8.587 eV
ΔE to the lowest compared entry with this formula, charge and spin: 96.1 kcal per mole
total charge: 0
gap between HOMO and LUMO: 8.318 eV
spin multiplicity: 1


Number 1: maximum force 0.8 eV/A. Number 2: maximum force 2.8 eV/A. Number 3: maximum force 18.5 eV/A. Number 4: maximum force 6.0 eV/A.